Here is 10 unconnected molecules or ions with the total composition C40H86BN4O17 at a distorted geometry from the Open Molecules 2025 dataset. Energies are from ωB97M-V/def2-TZVPD.

Last column: Löwdin charge in e.
Cartesian coordinates (Å):
1 O -4.363 5.737 0.481  0.0699
2 C -3.907 4.732 -0.126  -0.2708
3 O -3.353 3.548 0.365  0.1713
4 B -2.816 2.701 -0.767  -0.8562
5 O -3.141 3.509 -1.992  0.1860
6 C -3.684 4.704 -1.670  -0.3639
7 O -4.002 5.478 -2.549  0.1147
8 O -3.576 1.432 -0.827  0.2301
9 C -2.750 0.434 -0.961  -0.3415
10 O -3.016 -0.782 -1.211  0.0596
11 C -1.329 1.042 -0.753  -0.3385
12 O -1.433 2.351 -0.519  0.2393
13 O -0.283 0.391 -0.635  0.1016
14 C 2.138 6.450 -7.672  -0.0264
15 C 1.612 5.879 -6.299  -0.4819
16 C 2.573 4.848 -5.855  -0.1319
17 C 3.844 5.474 -5.234  -0.1917
18 C 3.522 6.475 -4.145  -0.1770
19 C 2.533 7.554 -4.621  -0.4728
20 N 1.364 6.909 -5.246  -0.0780
21 O 0.368 7.818 -5.642  -0.0104
22 C 2.330 8.292 -3.314  -0.0662
23 C 3.389 8.566 -5.479  -0.0297
24 C 0.231 5.244 -6.587  -0.0335
25 H 2.164 5.702 -8.464  0.0804
26 H 3.205 6.611 -7.524  0.0480
27 H 1.692 7.408 -7.940  0.0861
28 H 2.178 4.146 -5.119  0.1280
29 H 3.009 4.287 -6.682  0.1229
30 H 4.512 6.087 -5.840  0.0982
31 H 4.569 4.739 -4.884  0.1104
32 H 4.456 6.990 -3.920  0.1143
33 H 3.312 5.825 -3.296  0.1227
34 H 3.200 8.757 -2.850  0.0875
35 H 1.531 9.023 -3.194  0.0819
36 H 2.024 7.523 -2.605  0.0811
37 H 4.297 8.925 -4.995  0.0805
38 H 3.599 8.186 -6.478  0.0512
39 H 2.794 9.468 -5.629  0.0801
40 H -0.135 4.475 -5.907  0.0853
41 H 0.151 4.738 -7.549  0.0809
42 H -0.637 5.902 -6.622  0.0713
43 H -0.386 7.279 -5.392  0.0890
44 C -4.656 1.767 8.356  -0.0334
45 C -3.167 1.370 8.305  -0.4929
46 C -2.570 1.989 9.578  -0.1457
47 C -2.903 1.214 10.912  -0.1733
48 C -2.468 -0.231 10.627  -0.1722
49 C -3.136 -0.890 9.378  -0.4164
50 N -2.900 -0.043 8.230  -0.1587
51 O -3.553 -0.539 7.170  -0.0012
52 C -2.340 -2.302 9.215  -0.0146
53 C -4.653 -1.127 9.832  -0.0129
54 C -2.405 2.167 7.199  -0.0188
55 H -4.822 2.747 7.908  0.0759
56 H -5.232 1.761 9.281  0.0816
57 H -5.160 1.222 7.558  0.0800
58 H -1.490 2.114 9.514  0.1068
59 H -2.879 3.009 9.811  0.1160
60 H -3.965 1.239 11.156  0.0864
61 H -2.387 1.539 11.815  0.1056
62 H -2.843 -0.752 11.508  0.1102
63 H -1.380 -0.180 10.665  0.1141
64 H -2.509 -2.781 8.250  0.0714
65 H -1.313 -2.234 9.574  0.0662
66 H -2.704 -2.996 9.973  0.0632
67 H -5.405 -0.930 9.068  0.0685
68 H -4.708 -2.216 9.810  0.0649
69 H -4.966 -0.624 10.747  0.0709
70 H -2.899 3.117 6.995  0.0819
71 H -2.609 1.590 6.298  0.0745
72 H -1.322 2.279 7.253  0.0837
73 H -2.793 -0.755 6.625  0.1184
74 C -0.097 -7.524 -6.271  -0.0312
75 C 0.160 -6.148 -7.049  -0.4608
76 C 1.121 -6.513 -8.185  -0.1536
77 C 1.168 -5.559 -9.357  -0.1997
78 C -0.182 -5.067 -9.824  -0.1150
79 C -1.255 -4.684 -8.686  -0.4984
80 N -1.124 -5.760 -7.681  -0.1430
81 O -2.160 -5.659 -6.828  0.0067
82 C -0.868 -3.352 -8.088  -0.0440
83 C -2.607 -4.399 -9.276  -0.0431
84 C 0.892 -5.216 -6.124  -0.0613
85 H 0.799 -7.901 -5.777  0.0763
86 H -0.465 -8.400 -6.804  0.0770
87 H -0.832 -7.491 -5.467  0.0714
88 H 2.179 -6.509 -7.922  0.1177
89 H 0.958 -7.571 -8.390  0.1109
90 H 1.835 -5.961 -10.120  0.1129
91 H 1.728 -4.660 -9.102  0.1041
92 H -0.514 -5.816 -10.543  0.1113
93 H -0.005 -4.159 -10.401  0.1056
94 H -0.662 -2.660 -8.905  0.0909
95 H -1.621 -3.093 -7.343  0.0960
96 H 0.120 -3.424 -7.633  0.0612
97 H -2.579 -3.557 -9.969  0.0943
98 H -2.928 -5.318 -9.765  0.0869
99 H -3.368 -4.278 -8.505  0.0845
100 H 0.258 -4.818 -5.332  0.0887
101 H 1.518 -4.406 -6.499  0.0801
102 H 1.629 -5.680 -5.469  0.0851
103 H -1.777 -4.959 -6.295  0.0883
104 C 7.563 -4.655 3.118  -0.0240
105 C 6.636 -5.185 4.302  -0.4382
106 C 7.359 -4.759 5.621  -0.1410
107 C 6.473 -4.775 6.830  -0.2176
108 C 5.186 -4.062 6.570  -0.1822
109 C 4.338 -4.468 5.396  -0.4456
110 N 5.291 -4.520 4.192  -0.1370
111 O 4.644 -4.775 3.015  -0.0206
112 C 3.736 -5.892 5.675  -0.0362
113 C 3.249 -3.362 5.228  -0.0230
114 C 6.450 -6.756 4.230  -0.0260
115 H 8.445 -5.293 3.058  0.0781
116 H 7.742 -3.594 3.292  0.0750
117 H 6.993 -4.746 2.193  0.0679
118 H 8.106 -5.531 5.808  0.1146
119 H 7.870 -3.828 5.376  0.1097
120 H 6.965 -4.356 7.708  0.1128
121 H 6.340 -5.771 7.252  0.1117
122 H 5.455 -3.018 6.411  0.1255
123 H 4.769 -4.225 7.564  0.1251
124 H 3.027 -5.850 6.501  0.0783
125 H 3.276 -6.291 4.771  0.0795
126 H 4.245 -6.813 5.960  0.0571
127 H 3.619 -2.400 4.875  0.0815
128 H 2.644 -3.761 4.413  0.0773
129 H 2.736 -3.088 6.150  0.0858
130 H 5.946 -7.189 5.093  0.0548
131 H 7.463 -7.149 4.143  0.0685
132 H 5.992 -7.043 3.283  0.0785
133 H 4.515 -3.899 2.644  0.1097
134 O -5.040 10.870 -5.183  -0.0578
135 H -5.129 10.091 -5.733  0.0273
136 H -4.842 10.527 -4.312  0.0305
137 O -4.997 11.642 1.534  -0.0558
138 H -4.321 12.047 2.077  0.0250
139 H -4.772 10.712 1.524  0.0308
140 O -8.507 5.839 3.529  -0.0579
141 H -8.256 6.388 2.787  0.0288
142 H -7.691 5.420 3.804  0.0286
143 O -7.034 -1.593 -3.546  -0.0579
144 H -6.515 -0.949 -4.027  0.0283
145 H -6.389 -2.105 -3.057  0.0280
146 O -6.874 -5.853 0.105  -0.0565
147 H -6.085 -5.399 0.401  0.0296
148 H -7.589 -5.422 0.573  0.0269

As for the maximum force: 4.94 eV Å⁻¹. For the energy above the lowest of the compared OMol25 structures with the same formula, charge and spin, the calculation gives 727.71 kJ/mol. Its total charge is -1. The multiplicity is 1. The calculation puts the HOMO energy at -6.904 eV.